No. 1
ORCA calculation (ωB97M-V/def2-TZVPD) on a molecular structure, C34H38N8OPbS5Sb.

```
! RIJCOSX wB97M-V def2-TZVPD def2/J DEFGRID3
* xyz -1 1
Pb 0.1774 0.1348 -0.5835
C 0.6598 -1.6547 3.6926
C -0.0588 0.9192 3.4297
C -1.2777 1.3187 2.5762
N -1.4162 0.9222 1.1920
C -2.6431 0.8701 0.7004
C -3.7551 0.4385 1.4461
C -5.1155 0.5266 1.2232
C -5.7842 1.3436 0.3294
C -5.1755 2.1678 -0.6118
C -3.8842 2.1178 -1.0685
C -2.8024 1.2566 -0.7250
N -1.8292 0.9629 -1.5306
C -1.8625 1.2292 -2.9413
C -1.8074 -0.0560 -3.7733
C -0.4801 -0.8172 -3.6521
N -0.3516 -1.3876 -2.3435
C -0.6748 -2.6204 -2.0690
C -1.2432 -3.5213 -3.0092
C -1.4047 -4.8865 -2.9826
C -0.9638 -5.8111 -2.0443
C -0.4041 -5.5152 -0.8105
C -0.2767 -4.2939 -0.1928
C -0.5550 -2.9803 -0.6424
N -0.6943 -1.9695 0.1735
C -0.7472 -2.1249 1.6002
C 0.6434 -1.9512 2.2036
H 0.2757 -2.5247 4.2338
H 1.7077 -1.5392 3.9761
H 1.1210 1.1530 1.7216
H -0.0698 1.6887 4.2203
H -1.2334 2.4199 2.5492
H -2.1712 1.0643 3.1634
H -3.4854 -0.1529 2.3160
H -5.7355 -0.0429 1.9092
H -6.8638 1.3746 0.3922
H -5.8114 2.9058 -1.0922
H -3.6360 2.8473 -1.8321
H -0.9898 1.8403 -3.1956
H -2.7676 1.7756 -3.2320
H -1.9558 0.2191 -4.8196
H -2.6301 -0.7049 -3.4638
H 0.3469 -0.1154 -3.7874
H -0.4046 -1.5597 -4.4553
H -1.6236 -3.0472 -3.9033
H -1.8988 -5.3105 -3.8527
H -1.0797 -6.8564 -2.3064
H -0.0808 -6.3702 -0.2276
H 0.1220 -4.3353 0.8107
H -1.1885 -3.0830 1.9010
H -1.3946 -1.3246 1.9594
H 1.1433 -1.1496 1.6633
H 1.2403 -2.8496 2.0282
S 3.0024 -1.4016 -3.9786
Sb 4.0722 -0.3925 -2.2001
S 2.8972 -0.9139 -0.2278
S 1.3766 2.1044 -2.4813
S 3.3192 2.1589 -2.2121
N 3.1439 1.5597 7.2079
C 2.1713 0.6383 7.0782
S 1.6181 -0.1195 8.4382
C 1.6768 0.3745 5.7266
C 2.6012 0.6715 4.6462
C 2.3600 0.8920 3.3317
N 1.1722 1.0600 2.7257
C -0.1335 -0.4394 4.2269
C 0.4388 -0.1515 5.5751
H 3.5056 1.7475 8.1263
H 3.4887 2.0733 6.4132
H 3.6460 0.6268 4.9228
H 3.2113 0.9989 2.6698
H -1.1905 -0.7098 4.3228
H -0.1656 -0.3191 6.4544
N 1.7194 7.9070 -0.7297
C 0.5747 7.3333 -0.2792
O -0.4213 7.9870 -0.0450
C 0.6426 5.8580 -0.0682
C -0.5455 5.1324 -0.1067
C -0.4999 3.7700 0.1306
N 0.6178 3.1214 0.4148
C 1.7477 3.8058 0.4521
C 1.8206 5.1694 0.2107
H 1.7061 8.8929 -0.9300
H 2.4776 7.3545 -1.0851
H -1.4773 5.6376 -0.3133
H -1.3970 3.1695 0.1017
H 2.6412 3.2375 0.6779
H 2.7754 5.6703 0.2685
*
```

Properties
* HOMO (alpha / beta): -4.4 / -4.5 eV
* M: 1064.0 g mol⁻¹
* HOMO-LUMO gap (alpha / beta): 4.6 / 5.0 eV



No. 2
ORCA calculation (ωB97M-V/def2-TZVPD) on a molecular structure, C34H39F17N2O5S.

```
! RIJCOSX wB97M-V def2-TZVPD def2/J DEFGRID3
* xyz 0 1
C 4.8764 7.4542 2.9317
C 4.1657 7.2644 1.5831
C 3.5207 5.8923 1.4413
O 4.4655 4.8888 1.7501
C 3.9971 3.7512 2.4481
C 4.0610 2.4905 1.6087
C 5.1088 1.5056 1.8511
C 6.1407 1.6545 2.9550
F 6.7478 2.9169 2.8836
C 5.6241 1.4108 4.3651
C 4.5434 0.3305 4.4570
C 5.1870 0.3728 1.1088
O 6.1100 -0.6223 1.3389
C 4.2239 0.1346 0.0952
N 4.1406 -0.9296 -0.7067
S 2.8715 -0.6819 -1.6435
N 2.3674 0.7404 -1.1129
C 3.2069 1.1011 -0.1334
C 3.1313 2.2875 0.6416
C 2.0085 3.2392 0.3299
O 1.3028 3.5267 1.5333
C 0.0350 4.0305 1.3793
C -0.2012 5.0933 0.5225
C -1.4838 5.5964 0.3391
C -1.7080 6.7715 -0.5725
C -2.5258 4.9973 1.0315
C -2.2731 3.9439 1.8950
C -0.9955 3.4363 2.1044
C -0.8268 2.2607 3.0486
C -0.9715 0.9310 2.2979
C 0.4386 2.2578 3.9080
H 4.5562 6.6839 3.6324
H 4.6257 8.4159 3.3758
H 5.9540 7.3847 2.8148
H 3.3677 8.0016 1.4718
H 4.8511 7.4208 0.7503
H 3.1690 5.7770 0.4095
H 2.6487 5.8344 2.1009
H 2.9773 3.8985 2.8030
H 4.6336 3.6359 3.3144
H 6.9368 0.9404 2.7527
H 5.2193 2.3389 4.7696
H 6.4584 1.1448 5.0145
H 4.7952 -0.5508 3.8683
H 3.5761 0.7164 4.1369
H 4.4390 0.0162 5.4950
H 6.9632 -0.3784 0.9638
H 2.4191 4.1438 -0.1252
H 1.3244 2.7692 -0.3754
H 0.6188 5.5462 -0.0214
H -1.0356 6.7189 -1.4285
H -2.7326 6.8221 -0.9313
H -1.4741 7.7006 -0.0493
H -3.5359 5.3635 0.9009
H -3.0955 3.4850 2.4312
H -1.6688 2.3213 3.7436
H -1.8815 0.9256 1.6995
H -1.0477 0.1186 3.0237
H -0.1033 0.7437 1.6646
H 0.6221 3.2402 4.3423
H 0.3120 1.5468 4.7268
H 1.3124 1.9498 3.3391
C 0.0235 -4.1490 -4.0899
C -0.5800 -5.4096 -3.4566
C -2.0741 -5.6664 -3.6656
F -2.8202 -4.6874 -3.1170
F -2.3989 -6.8322 -3.0583
F -0.2819 -5.4631 -2.1428
F 0.0386 -6.4616 -4.0708
O 0.2017 -3.0218 -3.2547
C -0.7710 -2.0745 -3.0922
C -1.2152 -1.9588 -1.6280
F -1.6929 -3.1375 -1.1856
F -2.1998 -1.0377 -1.5501
F -1.8177 -2.2631 -3.9134
F -0.2206 -0.8784 -3.4094
H 1.0380 -4.4400 -4.3572
H -0.4874 -3.8888 -5.0173
H -2.3090 -5.7490 -4.7300
H -0.3720 -1.6491 -1.0068
C -5.9200 -7.4547 -2.3084
C -7.3166 -7.4934 -1.6723
C -8.2138 -8.6926 -1.9929
F -8.4951 -8.7496 -3.3092
F -9.3759 -8.5545 -1.3174
F -7.9772 -6.3444 -1.9161
F -7.1033 -7.5773 -0.3256
O -5.7495 -6.6532 -3.4618
C -5.9259 -7.1244 -4.7300
C -6.9968 -6.3336 -5.4924
F -8.1805 -6.4101 -4.8592
F -7.1310 -6.8707 -6.7257
F -6.1632 -8.4456 -4.7707
F -4.7603 -6.9092 -5.3922
H -5.2945 -6.9690 -1.5612
H -5.5227 -8.4600 -2.4514
H -7.7333 -9.6243 -1.6828
H -6.6958 -5.2879 -5.5788
*
```

Properties
* HOMO: -8.6 eV
* M: 910.7 g mol⁻¹
* HOMO-LUMO gap: 8.0 eV



No. 3
ORCA calculation (ωB97M-V/def2-TZVPD) on a molecular structure, C34H39F3N8.

```
! RIJCOSX wB97M-V def2-TZVPD def2/J DEFGRID3
* xyz 0 1
F 0.6491 12.1141 -13.5933
C 0.0668 12.1981 -14.7963
C -0.9984 13.0238 -14.9559
C -1.6218 13.0713 -16.2409
C -1.1014 12.3358 -17.2732
C 0.0173 11.4566 -17.0906
C 0.6089 11.4935 -15.8646
H -1.3603 13.5948 -14.1137
H -2.5036 13.6776 -16.3867
H -1.6807 12.2813 -18.1830
H 0.3712 10.8441 -17.9067
H 1.4457 10.8201 -15.7519
F 0.1548 4.8570 -18.1123
C 1.0987 5.7671 -18.1046
C 0.8860 6.9730 -17.4492
C 1.8842 7.9209 -17.6141
C 3.0581 7.7057 -18.3810
C 3.2035 6.4914 -19.0795
C 2.2505 5.5215 -18.8536
H -0.0721 7.2181 -17.0150
H 1.8228 8.9034 -17.1698
H 3.8330 8.4575 -18.4082
H 4.1127 6.3175 -19.6358
H 2.3192 4.5185 -19.2482
F 8.0593 10.7953 -16.9197
C 6.9876 10.3227 -16.3120
C 5.7776 11.0622 -16.4833
C 4.6875 10.6574 -15.7652
C 4.7484 9.6065 -14.8448
C 5.9430 8.8816 -14.7324
C 7.0956 9.2184 -15.4957
H 5.8135 11.8449 -17.2266
H 3.7611 11.2120 -15.7915
H 3.9117 9.3027 -14.2332
H 6.0209 8.0403 -14.0597
H 8.0229 8.6655 -15.4673
C 5.4442 9.1535 -19.3371
C 5.3834 10.4930 -18.8566
N 5.3147 11.5572 -18.4239
H 5.9177 9.1177 -20.3183
H 4.4418 8.7624 -19.5112
H 6.0161 8.4422 -18.7412
C 3.5054 12.5885 -20.0491
C 4.7940 13.1690 -19.7004
N 5.8159 13.6988 -19.4176
H 2.7594 13.3785 -19.9618
H 3.2193 11.7904 -19.3641
H 3.4375 12.1558 -21.0473
C 3.1887 11.5998 -17.4151
C 2.1879 10.5058 -17.5069
N 1.3877 9.6011 -17.5470
H 3.1529 11.8844 -16.3635
H 2.9847 12.5127 -17.9746
H 4.1847 11.2435 -17.6782
C 1.0263 8.7439 -15.5587
C 0.2555 8.7435 -14.3252
N -0.3527 8.6877 -13.3255
H 2.0215 9.0497 -15.2359
H 0.6669 9.4907 -16.2666
H 0.9683 7.7853 -16.0743
C -0.1775 14.1313 -19.3476
C 0.8330 13.0704 -19.0909
N 1.6761 12.3311 -18.8785
H -0.8683 13.8364 -20.1375
H 0.2946 15.0373 -19.7276
H -0.6787 14.5999 -18.5006
C 2.6875 11.4915 -12.9871
C 2.5672 11.0900 -14.3864
N 2.5289 10.8158 -15.4924
H 2.7872 12.5703 -12.8670
H 3.6041 11.1254 -12.5246
H 1.7741 11.1205 -12.5223
C 1.5430 13.3747 -16.4795
C 1.7750 14.8741 -16.3733
N 1.9458 15.9768 -16.3878
H 2.1046 12.9343 -17.3033
H 0.4766 13.2143 -16.6385
H 1.7732 12.9892 -15.4863
C 5.7090 13.7497 -17.1988
C 4.6629 13.5136 -16.2345
N 3.8204 13.2548 -15.4887
H 6.1493 12.7771 -17.4186
H 6.4196 14.5040 -16.8608
H 5.2054 14.0781 -18.1080
*
```

Properties
* energy relative to the best compared isomer or geometry (same formula, charge and spin): 41.6419 eV
* HOMO: -7.1 eV
* M: 616.7 g mol⁻¹
* HOMO-LUMO gap: 7.1 eV



No. 4
ORCA calculation (ωB97M-V/def2-TZVPD) on a molecular structure, C34H39N3O4PReSbSe4.

```
! RIJCOSX wB97M-V def2-TZVPD def2/J DEFGRID3
* xyz 3 1
Re 0.0492 -0.3108 -0.6820
C 1.8080 2.2442 -4.3024
N 0.3699 2.2116 -4.0146
C -0.4745 2.9503 -4.9617
C -0.1109 1.5586 -2.9882
O 0.6694 0.9946 -2.1568
C -1.6177 1.5485 -2.7311
O -2.0149 0.4927 -1.8571
C -2.6875 -0.5967 -2.4815
C -1.6192 -1.5926 -2.9134
O -0.4485 -1.3282 -2.5168
N -1.9071 -2.6409 -3.6350
C -0.8779 -3.6124 -4.0198
C -3.2613 -2.8684 -4.1472
H 1.9636 1.8480 -5.3053
H 2.3468 1.6468 -3.5764
H 2.1474 3.2780 -4.2679
H -0.7445 2.3129 -5.8041
H 0.1013 3.7957 -5.3300
H -1.3642 3.3433 -4.4771
H -2.1763 1.4907 -3.6658
H -1.8783 2.4934 -2.2439
H -3.2871 -0.2545 -3.3272
H -3.3616 -1.0348 -1.7426
H 0.0854 -3.3013 -3.6284
H -0.8446 -3.6742 -5.1067
H -1.1470 -4.5846 -3.6100
H -4.0070 -2.6897 -3.3740
H -3.3357 -3.9106 -4.4456
H -3.4573 -2.2419 -5.0176
N -0.7028 0.4450 0.6446
P -1.3435 0.7683 2.1737
C -3.0992 0.9637 1.9673
C -3.9914 0.3892 2.8710
C -5.3451 0.6732 2.7691
C -5.8024 1.5296 1.7797
C -4.9108 2.1134 0.8836
C -3.5610 1.8376 0.9789
C -0.5763 2.2886 2.6960
C -0.8608 2.7398 3.9880
C -0.3650 3.9598 4.4109
C 0.3983 4.7361 3.5487
C 0.6671 4.2984 2.2595
C 0.1789 3.0759 1.8275
C -0.9255 -0.6095 3.2062
C 0.0628 -0.4916 4.1869
C 0.4047 -1.5966 4.9486
C -0.2237 -2.8145 4.7241
C -1.1934 -2.9405 3.7366
C -1.5478 -1.8425 2.9731
H -3.6410 -0.2691 3.6557
H -6.0401 0.2315 3.4694
H -6.8570 1.7577 1.7113
H -5.2747 2.7970 0.1289
H -2.8620 2.3157 0.3022
H -1.4715 2.1496 4.6621
H -0.5792 4.3085 5.4113
H 0.7789 5.6914 3.8829
H 1.2530 4.9123 1.5902
H 0.3881 2.7396 0.8194
H 0.5563 0.4559 4.3632
H 1.1543 -1.5051 5.7217
H 0.0412 -3.6725 5.3266
H -1.6754 -3.8935 3.5686
H -2.3104 -1.9422 2.2109
C 2.7129 0.2999 1.7764
C 2.9426 -0.3179 0.4430
O 1.9846 -0.4146 -0.3748
C 4.2452 -0.7758 0.0209
C 5.3520 -0.6227 0.8688
C 6.5912 -1.0940 0.4799
C 6.7323 -1.7269 -0.7486
C 5.6411 -1.8881 -1.5989
C 4.4017 -1.4129 -1.2236
H 1.6541 0.4808 1.9462
H 3.2593 1.2441 1.8336
H 3.0926 -0.3581 2.5575
H 5.2494 -0.1446 1.8320
H 7.4444 -0.9785 1.1325
H 7.7009 -2.1041 -1.0467
H 5.7668 -2.3896 -2.5481
H 3.5459 -1.5472 -1.8719
Se 1.5355 -3.0040 1.6042
Sb 3.1716 -4.3919 0.2291
Se -0.0530 -2.6442 -0.0640
Se 5.0648 -4.4936 1.5468
Se 2.3223 -4.8840 -1.8624
*
```

Properties
* HOMO: -15.0 eV
* M: 1208.5 g mol⁻¹
* HOMO-LUMO gap: 6.5 eV



No. 5
ORCA calculation (ωB97M-V/def2-TZVPD) on a molecular structure, C34H40As3Cl4MgN2O4.

```
! RIJCOSX wB97M-V def2-TZVPD def2/J DEFGRID3
* xyz -1 1
Mg -0.8833 0.5298 0.0731
C -0.9499 -2.3896 3.5054
O -1.6505 -1.1529 3.4205
C -2.3781 -0.9327 2.3229
C -2.6528 -1.9028 1.3897
C -3.3213 -1.3684 0.2882
C -4.5809 0.9439 0.5872
C -3.8618 1.1736 1.7462
C -2.6867 0.5006 2.2072
N -1.4709 1.1463 2.2730
N -1.2854 2.3820 2.4521
C 0.0191 2.8254 2.1650
C 1.0260 2.0384 1.5585
O 0.8139 0.9105 0.9392
C 2.3684 2.5324 1.6350
C 2.6544 3.7979 2.0382
C 1.6190 4.6876 2.4222
C 1.8696 6.0502 2.6999
C 0.8619 6.8895 3.0856
C -0.4438 6.3775 3.2391
C -0.7161 5.0622 2.9811
C 0.3011 4.1784 2.5311
H -1.6429 -3.2330 3.5391
H -0.2742 -2.4967 2.6543
H -0.3795 -2.3493 4.4285
H -2.3287 -2.9285 1.4446
H -5.1691 -1.1106 0.1256
H -5.3480 1.6680 0.3527
H -3.8605 2.2234 2.0294
H 3.1526 1.8527 1.3229
H 3.6809 4.1493 2.0590
H 2.8816 6.4239 2.5849
H 1.0592 7.9390 3.2663
H -1.2398 7.0365 3.5657
H -1.7175 4.6729 3.0912
C 3.7463 -2.7734 -0.8380
As 1.9953 -1.8489 -0.9213
C 1.0611 -3.4102 -1.6618
C 2.2363 -1.0006 -2.6917
C 3.0298 0.3289 -2.8329
C 3.6080 0.7838 -1.4832
C 2.1190 1.4483 -3.3507
As 0.5824 1.8937 -2.1800
C 1.1035 3.7121 -1.6607
C -0.6111 2.4095 -3.6483
C 4.2219 0.1110 -3.7858
As 4.0738 -0.2510 -5.7284
C 2.3399 -1.1405 -5.9725
C 3.5386 1.5197 -6.4038
H 4.0813 -3.0756 -1.8326
H 3.6337 -3.6660 -0.2203
H 4.5089 -2.1438 -0.3798
H 1.5766 -3.7912 -2.5462
H 0.0479 -3.1182 -1.9331
H 1.0179 -4.1984 -0.9090
H 1.2096 -0.8639 -3.0388
H 2.6873 -1.7712 -3.3209
H 2.8018 0.9172 -0.7559
H 4.1365 1.7348 -1.5941
H 4.3075 0.0457 -1.0839
H 1.6818 1.1486 -4.3029
H 2.6961 2.3646 -3.5123
H 1.3525 4.3168 -2.5344
H 1.9517 3.6771 -0.9771
H 0.2645 4.1667 -1.1318
H -0.1644 3.1984 -4.2559
H -1.5546 2.7552 -3.2281
H -0.8138 1.5386 -4.2746
H 4.8109 -0.7249 -3.3948
H 4.8830 0.9854 -3.7470
H 2.4040 -2.1870 -5.6777
H 2.1104 -1.1006 -7.0383
H 1.5296 -0.6704 -5.4190
H 4.1427 2.2935 -5.9301
H 2.4864 1.7342 -6.2267
H 3.7262 1.5492 -7.4773
Cl -6.4302 -0.1814 -3.9265
C -4.9514 -0.5535 -3.1072
C -3.7634 -0.6985 -3.7907
Cl -3.8522 -0.6844 -5.5386
C -2.4674 -0.8438 -3.2296
Cl -1.2592 -1.6450 -4.2254
C -1.9848 -0.4727 -1.9933
O -0.8917 -0.8535 -1.4079
C -2.8045 0.4582 -1.0959
O -2.2303 1.5945 -0.9318
C -4.8659 -0.4913 -1.7232
Cl -4.1125 -0.3037 -0.4278
*
```

Properties
* HOMO: -3.7 eV
* M: 931.6 g mol⁻¹
* HOMO-LUMO gap: 5.3 eV



Which formula does entry 4 have?
C34H39N3O4PReSbSe4



What is the formula in the first record?
C34H38N8OPbS5Sb